# 1
Density functional theory data (the ωB97M-V functional and the def2-TZVPD basis) for a 2-piece molecular cluster, C5H15N3 overall.

```
23
Properties=species:S:1:pos:R:3
N 0.18 -2.52 -2.52
C -0.17 -1.24 -3.21
C -1.20 -0.40 -2.44
N -0.68 -0.20 -1.11
C -0.75 1.05 1.19
C 0.64 0.81 1.20
N 0.41 1.47 2.78
C 1.50 0.85 3.59
H -0.60 -3.12 -2.77
H 0.01 -2.25 -1.54
H 0.74 -0.68 -3.43
H -0.65 -1.52 -4.15
H -2.12 -1.02 -2.50
H -1.44 0.50 -3.02
H -1.50 0.00 -0.52
H -1.54 0.74 1.86
H -1.14 1.87 0.58
H 0.88 -0.25 1.26
H 1.38 1.45 0.75
H 0.85 2.35 2.49
H 1.44 1.37 4.55
H 1.25 -0.18 3.81
H 2.50 0.93 3.15
```

LUMO energy in eV: -0.92
Kohn-Sham gap in eV: 5.6

Let us look at the Löwdin charges, expressed in e, one per atom: atom 1 (N): -0.03, atom 2 (C): -0.32, atom 3 (C): -0.40, atom 4 (N): -0.08, atom 5 (C): 0.03, atom 6 (C): -0.14, atom 7 (N): -0.07, atom 8 (C): -0.13, atom 9 (H): 0.04, atom 10 (H): 0.02, atom 11 (H): 0.09, atom 12 (H): 0.09, atom 13 (H): 0.09, atom 14 (H): 0.09, atom 15 (H): -0.03, atom 16 (H): 0.10, atom 17 (H): 0.08, atom 18 (H): 0.11, atom 19 (H): 0.12, atom 20 (H): 0.09, atom 21 (H): 0.08, atom 22 (H): 0.08, atom 23 (H): 0.08

# 2
Density functional theory data (the ωB97M-V functional and the def2-TZVPD basis) for C38H19N11S5Zn as an isolated structure.

```
74
Properties=species:S:1:pos:R:3
Zn 14.34 10.91 10.69
C 9.77 13.49 6.59
C 10.55 14.66 6.74
C 11.70 14.73 7.56
C 12.17 13.51 8.00
C 13.25 13.14 8.89
N 14.15 13.99 9.30
C 14.85 13.79 10.38
C 15.81 14.80 10.87
C 16.29 16.04 10.38
C 17.29 16.69 11.00
C 17.75 16.14 12.23
C 17.32 14.93 12.75
C 16.37 14.27 11.98
C 15.71 12.99 12.29
N 15.92 12.35 13.38
C 15.12 11.25 13.63
N 14.41 10.55 12.82
C 13.73 9.58 13.58
N 12.97 8.59 13.06
C 12.43 8.75 11.87
N 12.58 9.65 10.85
C 11.73 9.45 9.88
N 11.45 10.17 8.82
C 12.04 11.33 8.55
N 13.22 11.82 9.18
C 11.46 12.30 7.69
C 10.28 12.29 6.99
C 11.06 8.19 10.07
C 10.37 7.36 9.20
C 9.97 6.08 9.56
C 10.34 5.65 10.88
C 11.05 6.37 11.78
C 11.47 7.67 11.32
C 14.22 9.74 15.03
C 13.77 9.10 16.25
C 14.38 9.62 17.42
C 15.40 10.59 17.33
C 15.71 11.20 16.13
C 15.06 10.77 15.02
N 14.84 12.75 11.26
H 8.86 13.54 6.04
H 10.07 15.64 6.54
H 12.11 15.71 7.87
H 15.92 16.30 9.36
H 17.68 17.60 10.56
H 18.57 16.59 12.76
H 17.69 14.55 13.68
H 9.73 11.38 6.87
H 10.08 7.78 8.19
H 9.39 5.50 8.86
H 9.92 4.70 11.10
H 11.36 5.98 12.72
H 13.11 8.19 16.19
H 14.12 9.16 18.38
H 15.63 10.93 18.34
H 16.39 11.99 16.18
N 15.96 9.86 9.97
C 16.71 9.25 9.34
N 17.49 8.47 8.64
C 17.25 8.18 7.34
N 17.11 7.94 6.22
C 11.71 16.75 11.98
S 11.09 15.86 10.50
C 10.13 17.09 9.80
C 10.54 18.08 8.98
S 12.17 18.54 8.55
S 9.16 19.01 8.40
C 7.84 18.04 8.84
S 6.27 18.37 8.51
S 8.36 16.90 9.97
H 12.38 16.08 12.50
H 10.81 17.04 12.50
H 12.27 17.60 11.63
```

LUMO energy (alpha / beta) in eV: 2.49 / 2.49
Kohn-Sham gap (alpha / beta) in eV: 4.7 / 4.7
Net charge: -2

Let us look at the Löwdin charges, expressed in e, one per atom: atom 1 (Zn): 0.62, atom 2 (C): -0.07, atom 3 (C): -0.04, atom 4 (C): -0.04, atom 5 (C): -0.11, atom 6 (C): -0.30, atom 7 (N): 0.22, atom 8 (C): -0.25, atom 9 (C): -0.09, atom 10 (C): -0.03, atom 11 (C): -0.09, atom 12 (C): -0.08, atom 13 (C): -0.01, atom 14 (C): -0.13, atom 15 (C): -0.29, atom 16 (N): 0.21, atom 17 (C): -0.29, atom 18 (N): 0.12, atom 19 (C): -0.20, atom 20 (N): 0.17, atom 21 (C): -0.27, atom 22 (N): 0.11, atom 23 (C): -0.33, atom 24 (N): 0.21, atom 25 (C): -0.23, atom 26 (N): 0.12, atom 27 (C): -0.11, atom 28 (C): -0.03, atom 29 (C): -0.13, atom 30 (C): -0.05, atom 31 (C): -0.08, atom 32 (C): -0.12, atom 33 (C): -0.04, atom 34 (C): -0.04, atom 35 (C): -0.10, atom 36 (C): 0.00, atom 37 (C): -0.11, atom 38 (C): -0.10, atom 39 (C): -0.02, atom 40 (C): -0.17, atom 41 (N): 0.08, atom 42 (H): 0.09, atom 43 (H): 0.11, atom 44 (H): 0.07, atom 45 (H): 0.14, atom 46 (H): 0.10, atom 47 (H): 0.08, atom 48 (H): 0.10, atom 49 (H): 0.11, atom 50 (H): 0.12, atom 51 (H): 0.08, atom 52 (H): 0.08, atom 53 (H): 0.09, atom 54 (H): 0.11, atom 55 (H): 0.09, atom 56 (H): 0.09, atom 57 (H): 0.09, atom 58 (N): 0.11, atom 59 (C): -0.36, atom 60 (N): 0.02, atom 61 (C): -0.43, atom 62 (N): 0.05, atom 63 (C): -0.35, atom 64 (S): 0.79, atom 65 (C): -1.05, atom 66 (C): -1.20, atom 67 (S): 0.34, atom 68 (S): 0.85, atom 69 (C): -1.60, atom 70 (S): 0.44, atom 71 (S): 0.86, atom 72 (H): 0.02, atom 73 (H): 0.02, atom 74 (H): 0.02

# 3
Density functional theory data (the ωB97M-V functional and the def2-TZVPD basis) for a 2-piece molecular cluster, C26H28N2O2 overall.

```
58
Properties=species:S:1:pos:R:3
C 2.74 -2.95 0.21
O 2.35 -1.93 1.14
C 2.49 -0.61 0.77
C 3.00 -0.19 -0.48
C 3.07 1.19 -0.75
C 2.67 2.12 0.18
C 2.28 1.74 1.53
O 2.16 2.56 2.47
C 2.08 0.32 1.72
H 2.54 -3.90 0.71
H 2.14 -2.89 -0.71
H 3.80 -2.88 -0.05
H 3.34 -0.91 -1.22
H 3.45 1.52 -1.72
H 2.70 3.19 -0.03
H 1.68 -0.03 2.66
C 10.64 4.48 2.47
N 9.61 3.47 2.45
C 9.64 2.41 1.47
C 8.30 1.65 1.71
C 7.60 2.45 2.76
C 8.47 3.48 3.19
C 8.13 4.35 4.25
C 6.92 4.15 4.89
C 5.93 3.27 4.33
C 4.57 3.21 4.75
C 3.89 3.98 5.73
C 2.68 3.44 6.26
C 2.01 4.08 7.28
C 2.56 5.28 7.82
N 1.74 5.78 8.78
C 1.91 7.04 9.45
C 0.52 5.01 8.93
C 0.73 3.80 7.99
C 3.74 5.85 7.31
C 4.32 5.27 6.20
C 6.33 2.38 3.29
H 10.48 5.18 3.30
H 11.63 4.01 2.59
H 10.65 5.05 1.53
H 9.72 2.81 0.45
H 10.51 1.76 1.63
H 7.73 1.57 0.78
H 8.52 0.63 2.04
H 8.83 5.13 4.55
H 6.71 4.68 5.82
H 3.97 2.45 4.26
H 2.29 2.51 5.84
H 2.95 7.38 9.37
H 1.26 7.82 9.01
H 1.64 6.93 10.50
H 0.37 4.73 9.98
H -0.36 5.61 8.63
H -0.12 3.70 7.30
H 0.77 2.87 8.58
H 4.15 6.74 7.77
H 5.11 5.79 5.66
H 5.61 1.66 2.91
```

LUMO energy in eV: -1.71
Kohn-Sham gap in eV: 3.3

Let us look at the Löwdin charges, expressed in e, one per atom: atom 1 (C): -0.10, atom 2 (O): -0.12, atom 3 (C): -0.32, atom 4 (C): -0.10, atom 5 (C): -0.16, atom 6 (C): -0.07, atom 7 (C): -0.51, atom 8 (O): -0.14, atom 9 (C): 0.01, atom 10 (H): 0.08, atom 11 (H): 0.09, atom 12 (H): 0.08, atom 13 (H): 0.07, atom 14 (H): 0.09, atom 15 (H): 0.08, atom 16 (H): 0.10, atom 17 (C): -0.03, atom 18 (N): -0.12, atom 19 (C): -0.12, atom 20 (C): -0.08, atom 21 (C): -0.14, atom 22 (C): -0.16, atom 23 (C): 0.01, atom 24 (C): 0.00, atom 25 (C): -0.18, atom 26 (C): 0.09, atom 27 (C): -0.18, atom 28 (C): 0.07, atom 29 (C): -0.14, atom 30 (C): -0.17, atom 31 (N): -0.13, atom 32 (C): -0.03, atom 33 (C): -0.13, atom 34 (C): -0.08, atom 35 (C): 0.01, atom 36 (C): -0.01, atom 37 (C): 0.07, atom 38 (H): 0.08, atom 39 (H): 0.10, atom 40 (H): 0.10, atom 41 (H): 0.13, atom 42 (H): 0.12, atom 43 (H): 0.13, atom 44 (H): 0.12, atom 45 (H): 0.10, atom 46 (H): 0.10, atom 47 (H): 0.11, atom 48 (H): 0.14, atom 49 (H): 0.08, atom 50 (H): 0.10, atom 51 (H): 0.10, atom 52 (H): 0.12, atom 53 (H): 0.13, atom 54 (H): 0.13, atom 55 (H): 0.12, atom 56 (H): 0.10, atom 57 (H): 0.11, atom 58 (H): 0.14

no.,maximum force (eV Å⁻¹)
1,3.8
2,6.0
3,1.7